# 1
# C66H61FN7O8PSr

A molecular structure, C66H61FN7O8PSr at a distorted geometry (the ωB97M-V functional and the def2-TZVPD basis, OMol25).

Summary:
- gap between HOMO and LUMO (eV) = 5.8
- relative energy (zero: lowest compared OMol25 entry of this formula, charge and spin) (eV) = 0.0000
- DFT total energy (hartree) = -4008.83727
- lowest unoccupied orbital energy (eV) = 3.63
- HOMO energy (hartree) = -0.0789

```
! wB97M-V def2-TZVPD RIJCOSX def2/J DEFGRID3
* xyz -2 1
Sr 0.395 -0.859 -0.249
O 3.241 -3.680 1.646
C 2.762 -2.999 0.738
O 1.591 -2.505 0.716
C 3.683 -2.702 -0.463
C 4.821 -3.459 -0.525
C 5.792 -3.271 -1.517
C 5.632 -2.281 -2.460
C 4.515 -1.480 -2.404
C 3.445 -1.650 -1.440
O 2.410 -0.933 -1.486
N 4.452 -0.421 -3.395
O 5.008 -0.607 -4.476
O 3.877 0.616 -3.120
N 6.981 -4.086 -1.543
O 7.113 -4.959 -0.697
O 7.824 -3.870 -2.409
H 4.964 -4.204 0.245
H 6.378 -2.115 -3.222
C 0.876 1.874 5.144
C 1.470 3.236 4.903
C 1.264 4.277 5.805
C 1.838 5.527 5.624
C 2.638 5.759 4.515
C 2.835 4.748 3.589
C 2.260 3.491 3.771
N 2.501 2.468 2.832
C 1.531 1.891 1.999
N 0.298 2.434 2.186
C -0.992 2.146 1.629
C -1.196 1.066 0.764
C -2.523 0.952 0.316
C -3.540 1.850 0.625
C -3.263 2.913 1.475
C -1.988 3.068 2.006
C -1.709 4.220 2.946
N 1.850 0.961 1.163
C 3.227 0.608 1.100
C 3.743 -0.398 1.910
C 5.073 -0.778 1.805
C 5.901 -0.150 0.887
C 5.388 0.859 0.080
C 4.059 1.257 0.173
C 3.490 2.331 -0.710
H 0.704 1.717 6.209
H 1.538 1.092 4.770
H -0.076 1.748 4.622
H 0.652 4.089 6.681
H 1.665 6.313 6.348
H 3.096 6.729 4.361
H 3.432 4.918 2.700
H 3.443 2.377 2.480
H 0.318 3.250 2.771
H -2.776 0.099 -0.320
H -4.540 1.732 0.217
H -4.040 3.624 1.740
H -2.617 4.803 3.105
H -0.947 4.905 2.553
H -1.362 3.882 3.929
H 3.078 -0.918 2.589
H 5.438 -1.601 2.407
H 6.933 -0.462 0.776
H 6.024 1.338 -0.658
H 4.250 2.723 -1.386
H 3.076 3.158 -0.128
H 2.677 1.926 -1.316
O -2.923 -2.622 -3.655
N -2.893 -1.247 -3.758
C -3.527 -0.620 -2.854
C -3.645 0.850 -2.966
C -4.916 1.407 -2.886
C -5.115 2.761 -3.102
C -4.030 3.567 -3.404
C -2.754 3.024 -3.437
C -2.532 1.670 -3.192
P -0.840 1.004 -2.901
C -0.231 0.508 -4.549
C 1.022 -0.103 -4.583
C 1.576 -0.501 -5.793
C 0.865 -0.322 -6.972
C -0.396 0.262 -6.939
C -0.940 0.682 -5.734
C 0.087 2.573 -2.645
C -0.209 3.302 -1.489
C 0.474 4.472 -1.198
C 1.472 4.927 -2.052
C 1.777 4.205 -3.196
C 1.087 3.035 -3.494
H -3.032 -2.868 -2.719
H -4.070 -1.143 -2.064
H -5.758 0.759 -2.667
H -6.111 3.183 -3.040
H -4.171 4.626 -3.584
H -1.908 3.675 -3.617
H 1.572 -0.259 -3.660
H 2.562 -0.948 -5.810
H 1.289 -0.645 -7.915
H -0.960 0.388 -7.857
H -1.925 1.133 -5.713
H -0.976 2.945 -0.812
H 0.232 5.019 -0.294
H 2.020 5.833 -1.818
H 2.566 4.541 -3.859
H 1.349 2.474 -4.383
C 0.053 -1.234 3.456
C -0.568 -2.570 3.036
C -0.151 -3.683 3.998
C -2.070 -2.449 2.892
C -2.858 -2.302 4.028
C -4.239 -2.211 3.947
C -4.838 -2.271 2.699
C -4.080 -2.406 1.539
C -4.796 -2.470 0.202
C -5.628 -3.747 0.067
C -5.664 -1.231 -0.038
C -2.673 -2.480 1.616
N -1.883 -2.528 0.455
C -1.674 -3.745 -0.082
C -2.118 -4.995 0.431
C -1.838 -6.197 -0.207
C -1.109 -6.247 -1.388
C -0.647 -5.044 -1.925
C -0.930 -3.873 -1.282
F -0.468 -2.695 -1.836
H 1.143 -1.321 3.477
H -0.291 -0.942 4.455
H -0.221 -0.433 2.761
H -0.158 -2.830 2.064
H -0.411 -3.445 5.036
H 0.931 -3.825 3.936
H -0.633 -4.627 3.734
H -2.377 -2.265 5.000
H -4.840 -2.094 4.841
H -5.919 -2.208 2.623
H -4.012 -2.498 -0.558
H -6.409 -3.780 0.834
H -4.998 -4.630 0.178
H -6.112 -3.790 -0.913
H -6.480 -1.185 0.687
H -6.111 -1.254 -1.039
H -5.075 -0.318 0.070
H -2.671 -4.998 1.363
H -2.193 -7.119 0.242
H -0.887 -7.188 -1.874
H -0.065 -5.010 -2.838
*
```


# 2
# C66H66

11 unconnected molecules or ions with the total composition C66H66 at a distorted geometry (the ωB97M-V functional and the def2-TZVPD basis, OMol25).

Summary:
- gap between HOMO and LUMO (eV) = 9.5
- SMILES = c1ccccc1.c1ccccc1.c1ccccc1.c1ccccc1.c1ccccc1.c1ccccc1.c1ccccc1.c1ccccc1.c1ccccc1.c1ccccc1.c1ccccc1
- relative energy (zero: lowest compared OMol25 entry of this formula, charge and spin) (eV) = 1.3820
- DFT total energy (hartree) = -2554.40322
- lowest unoccupied orbital energy (eV) = 0.58
- HOMO energy (hartree) = -0.3269

```
! wB97M-V def2-TZVPD RIJCOSX def2/J DEFGRID3
* xyz 0 1
C -0.489 0.943 -6.933
C 0.803 0.705 -6.465
C 1.072 -0.264 -5.503
C -0.006 -1.045 -5.035
C -1.270 -0.893 -5.552
C -1.519 0.144 -6.421
H -0.635 1.740 -7.633
H 1.702 1.243 -6.803
H 2.117 -0.435 -5.173
H 0.341 -1.841 -4.386
H -2.077 -1.556 -5.221
H -2.583 0.179 -6.708
C -5.695 -0.424 -3.381
C -4.848 -0.921 -4.335
C -5.304 -1.935 -5.163
C -6.639 -2.278 -5.145
C -7.526 -1.629 -4.244
C -7.032 -0.718 -3.312
H -5.432 0.435 -2.814
H -3.731 -0.647 -4.452
H -4.633 -2.298 -5.939
H -7.135 -3.073 -5.746
H -8.518 -1.891 -4.333
H -7.763 -0.330 -2.568
C 1.508 -3.456 -2.662
C 2.533 -3.040 -3.500
C 3.840 -3.130 -3.072
C 4.065 -3.450 -1.743
C 3.055 -3.731 -0.857
C 1.790 -3.755 -1.359
H 0.429 -3.392 -2.926
H 2.289 -2.719 -4.538
H 4.601 -2.863 -3.754
H 5.103 -3.528 -1.274
H 3.228 -4.070 0.194
H 0.981 -4.128 -0.741
C -0.842 7.387 -1.907
C -1.793 6.475 -1.610
C -1.869 5.296 -2.365
C -0.876 5.065 -3.319
C 0.089 6.017 -3.587
C 0.173 7.136 -2.872
H -0.732 8.310 -1.373
H -2.458 6.531 -0.779
H -2.639 4.515 -2.284
H -0.856 4.121 -3.772
H 0.818 5.881 -4.402
H 0.822 7.983 -3.164
C 4.530 0.669 4.335
C 3.202 0.393 4.135
C 2.776 -0.534 3.193
C 3.696 -1.222 2.486
C 5.090 -0.966 2.646
C 5.502 0.030 3.528
H 4.853 1.191 5.277
H 2.384 0.759 4.758
H 1.740 -0.751 3.120
H 3.421 -2.121 1.921
H 5.747 -1.556 2.076
H 6.517 0.098 3.812
C -3.469 -4.628 0.278
C -3.872 -4.400 -1.053
C -3.071 -4.932 -2.045
C -1.978 -5.769 -1.744
C -1.628 -6.040 -0.443
C -2.406 -5.449 0.591
H -3.954 -4.112 1.046
H -4.714 -3.759 -1.244
H -3.340 -4.705 -3.073
H -1.594 -6.381 -2.552
H -0.840 -6.725 -0.260
H -2.193 -5.792 1.601
C 1.642 -4.018 6.437
C 0.835 -5.179 6.285
C 0.219 -5.412 5.056
C 0.548 -4.591 3.926
C 1.394 -3.518 4.121
C 1.985 -3.237 5.354
H 2.024 -3.636 7.360
H 0.511 -5.831 7.150
H -0.398 -6.294 4.768
H -0.003 -4.806 2.997
H 1.666 -2.853 3.276
H 2.626 -2.358 5.462
C 0.469 4.569 3.452
C 1.185 3.899 2.444
C 0.487 3.388 1.384
C -0.869 3.651 1.343
C -1.613 4.268 2.308
C -0.883 4.701 3.421
H 1.150 4.895 4.237
H 2.210 3.821 2.574
H 0.900 2.817 0.584
H -1.385 3.455 0.469
H -2.676 4.388 2.195
H -1.371 5.293 4.193
C -0.763 0.758 4.331
C -0.444 0.766 5.693
C -0.546 -0.350 6.485
C -0.996 -1.502 5.902
C -1.514 -1.502 4.604
C -1.348 -0.415 3.788
H -0.619 1.640 3.644
H 0.021 1.703 6.066
H -0.106 -0.281 7.528
H -0.989 -2.488 6.391
H -1.891 -2.477 4.231
H -1.614 -0.368 2.754
C 4.675 4.399 0.931
C 3.819 4.186 -0.218
C 2.886 5.138 -0.644
C 2.683 6.300 0.122
C 3.529 6.532 1.216
C 4.459 5.570 1.653
H 5.338 3.588 1.269
H 3.997 3.277 -0.758
H 2.201 4.977 -1.499
H 1.941 6.980 -0.152
H 3.514 7.492 1.796
H 4.941 5.739 2.582
C -1.552 -1.111 -1.561
C -1.094 -1.872 -0.445
C -0.091 -1.298 0.265
C 0.411 0.005 -0.039
C -0.078 0.713 -1.137
C -1.090 0.158 -1.898
H -2.250 -1.629 -2.266
H -1.470 -2.855 -0.234
H 0.366 -1.834 1.078
H 1.220 0.382 0.486
H 0.278 1.729 -1.363
H -1.332 0.574 -2.854
*
```